Entry 1:
C24H44IInO26PS6 | the ωB97M-V functional and the def2-TZVPD basis

```
103
Properties=species:S:1:pos:R:3:mulliken_charge:R:1
C 2.31 1.49 -2.70 -0.470
O 0.99 1.95 -3.10 -0.392
C -0.03 1.59 -2.13 0.099
C -1.26 0.92 -2.96 -0.677
C -2.08 -0.16 -2.09 -0.671
In -0.92 -2.12 -1.97 0.690
C 0.99 -1.88 -3.24 -0.775
C 2.20 -2.21 -2.24 -0.158
C 3.43 -3.01 -2.93 0.456
C 3.52 -3.34 -4.44 -0.413
C 4.73 -4.16 -4.95 -0.400
C 5.87 -4.64 -3.98 -0.467
C 5.74 -4.27 -2.48 -0.341
C 4.56 -3.45 -1.92 -0.481
P -0.35 -2.71 0.49 0.200
O -1.25 -4.08 1.00 -0.537
I -1.09 -0.87 1.96 -0.248
H 2.42 1.30 -1.58 0.125
H 2.63 0.57 -3.31 0.230
H 3.06 2.35 -2.95 0.223
H 0.32 0.90 -1.29 0.128
H -0.40 2.57 -1.64 0.172
H -0.79 0.39 -3.86 0.252
H -1.92 1.77 -3.37 0.315
H -2.31 0.24 -1.04 -0.054
H -3.08 -0.40 -2.60 0.304
H -1.92 -3.49 -2.56 -0.482
H 0.91 -2.71 -4.02 0.365
H 1.05 -0.84 -3.72 0.097
H 2.55 -1.31 -1.63 0.115
H 1.78 -2.97 -1.47 0.196
H 2.71 -2.99 -5.16 0.288
H 4.77 -4.42 -6.05 0.281
H 6.76 -5.26 -4.35 0.295
H 6.56 -4.59 -1.76 0.273
H 4.49 -3.18 -0.81 0.312
H -0.65 -4.83 1.23 0.303
C -5.20 1.67 2.52 -0.242
C -4.74 0.31 2.00 0.084
O -5.67 -0.03 0.98 -0.316
S -6.19 1.33 0.25 1.074
O -5.42 1.52 -0.94 -0.487
O -7.62 1.33 0.26 -0.544
O -5.65 2.38 1.37 -0.341
H -6.05 1.56 3.20 0.145
H -4.41 2.21 3.02 0.346
H -4.72 -0.45 2.78 0.410
H -3.75 0.39 1.55 -0.186
C 0.86 5.58 -1.55 -0.309
C 2.22 6.25 -1.45 -0.358
O 2.61 6.11 -0.09 -0.332
S 2.01 4.72 0.49 0.967
O 3.03 3.72 0.42 -0.371
O 1.29 5.01 1.70 -0.576
O 0.94 4.44 -0.70 -0.277
H 0.07 6.24 -1.16 0.270
H 0.61 5.28 -2.56 0.328
H 2.18 7.31 -1.74 0.320
H 2.95 5.73 -2.07 0.280
C 5.39 0.88 1.80 -0.307
C 5.82 2.20 1.17 -0.118
O 7.11 2.47 1.74 -0.315
S 7.87 1.07 2.03 1.062
O 8.76 0.81 0.95 -0.559
O 8.29 1.07 3.40 -0.480
O 6.58 0.10 1.89 -0.300
H 5.01 1.04 2.81 0.282
H 4.64 0.37 1.20 0.284
H 5.13 3.01 1.38 0.206
H 5.95 2.10 0.09 0.257
C 7.93 1.81 7.09 -0.329
C 7.21 0.68 6.36 -0.097
O 6.01 0.46 7.11 -0.320
S 5.52 1.87 7.75 1.079
O 4.51 2.43 6.89 -0.519
O 5.33 1.69 9.15 -0.539
O 6.89 2.70 7.51 -0.325
H 8.44 1.44 7.98 0.285
H 8.64 2.33 6.45 0.305
H 7.81 -0.23 6.32 0.337
H 6.93 0.99 5.35 0.115
C -5.09 -4.87 -3.97 -0.293
C -5.88 -5.21 -5.23 -0.340
O -4.94 -5.08 -6.30 -0.314
S -3.46 -5.48 -5.76 1.087
O -3.21 -6.85 -6.12 -0.556
O -2.57 -4.42 -6.08 -0.486
O -3.79 -5.43 -4.18 -0.270
H -4.98 -3.79 -3.86 0.260
H -5.54 -5.28 -3.07 0.304
H -6.73 -4.55 -5.38 0.302
H -6.22 -6.25 -5.20 0.286
C -10.76 1.10 2.89 -0.349
C -9.40 1.77 2.98 -0.184
O -9.01 1.65 4.35 -0.302
S -9.60 0.26 4.94 1.098
O -8.57 -0.73 4.88 -0.533
O -10.32 0.56 6.14 -0.540
O -10.67 -0.04 3.75 -0.331
H -11.55 1.75 3.27 0.291
H -11.00 0.79 1.88 0.311
H -9.44 2.82 2.68 0.347
H -8.66 1.25 2.36 0.168
```

Summary:
* largest force on an atom: 4.77 eV/Å
* energy: -6115.1273 a.u.
* total charge: -1
* HOMO energy: -4.413 eV
* Kohn-Sham gap: 6.205 eV


Entry 2:
C5H7N | the ωB97M-V functional and the def2-TZVPD basis

```
13
Properties=species:S:1:pos:R:3:mulliken_charge:R:1
N -1.72 -2.04 -0.56 -0.448
C -0.94 -1.24 -0.86 0.193
C 0.06 -0.26 -1.31 -0.316
C 1.08 0.09 -0.25 -0.098
C -1.27 -0.20 1.75 -0.431
C 1.46 1.33 0.01 -0.682
H -0.46 0.64 -1.64 0.245
H 0.56 -0.69 -2.19 0.313
H 1.49 -0.75 0.31 0.313
H -1.27 -1.01 2.52 0.199
H -2.29 0.23 1.87 0.218
H 1.02 2.18 -0.50 0.234
H 2.20 1.54 0.78 0.258
```

Summary:
* largest force on an atom: 1.12 eV/Å
* energy: -249.2632 a.u.
* ΔE to the lowest compared entry with this formula, charge and spin: 551.38 kJ/mol
* HOMO energy (spin up / spin down): -9.219 / -9.181 eV
* Kohn-Sham gap (spin up / spin down): 8.541 / 8.482 eV